Entry 1:
Below is CCl2FNOS as an isolated structure in a non-equilibrium geometry, with properties calculated with ωB97M-V/def2-TZVPD.

Calculated values
ΔE to the lowest compared entry with this formula, charge and spin (kcal/mol): 51.0
Orbital gap (eV): 7.49
Spin multiplicity: 1
Molar mass (u): 163.99
Max |F| (eV Å⁻¹): 4.5
Highest occupied orbital energy (eV): -10.87

XYZ file:
```
7
Properties=species:S:1:pos:R:3:forces:R:3
C -1.586569 0.351617 0.318293 -1.784 -1.007 1.056
N -0.791696 0.744761 -0.495293 3.474 0.005 -1.541
O -2.514446 0.075069 0.992938 1.149 0.183 -0.326
F 0.331279 -1.525017 -1.271924 0.782 1.136 -0.147
S 1.283585 -0.139263 -0.696177 -4.443 -0.492 0.603
Cl 1.390756 -1.171567 0.994811 0.589 0.074 0.383
Cl 1.887093 1.664398 0.157352 0.232 0.099 -0.027
```
Positions in Å, forces in eV/Å.


Entry 2:
Below is a single C18H23N3O3S molecule in a non-equilibrium geometry, with properties calculated with ωB97M-V/def2-TZVPD.

Calculated values
ΔE to the lowest compared entry with this formula, charge and spin (kcal/mol): 9.7
Orbital gap (eV): 8.29
SMILES: CC[C@@H](C)NC(=O)COC(=O)Cc1sc(N)nc1-c1ccc(C)cc1
Spin multiplicity: 1
Molar mass (u): 361.47
Max |F| (eV Å⁻¹): 1.1
Highest occupied orbital energy (eV): -7.75

XYZ file:
```
48
Properties=species:S:1:pos:R:3:forces:R:3
C 1.578384 1.797199 1.271067 -0.035 -0.198 0.174
C 1.030869 0.720165 2.201761 -0.172 0.039 -0.027
C -0.406494 0.967895 2.682367 0.174 -0.211 0.265
N -1.317798 1.053666 1.558512 0.376 0.457 0.177
C -2.134955 0.064650 1.181133 -0.306 0.304 -0.578
O -2.253823 -1.000236 1.749184 -0.116 -0.463 0.182
C -3.008275 0.432438 -0.038290 -0.232 0.045 0.449
H -3.443346 1.426460 0.116002 0.024 -0.135 -0.076
H -3.792473 -0.318740 -0.140469 0.163 0.120 0.079
O -2.307746 0.407637 -1.281180 -0.117 -0.228 -0.208
C -1.518399 1.421919 -1.608286 -0.008 0.385 -0.181
O -1.313286 2.383497 -0.905669 -0.069 0.069 -0.120
C -0.901167 1.222283 -2.978616 -0.045 -0.094 0.178
C 0.557850 0.920476 -2.824178 0.382 -0.130 -0.024
C 1.207074 -0.089245 -2.165704 -0.374 0.730 -0.599
N 2.573045 0.019859 -2.158453 0.677 -0.363 0.271
C 2.994822 1.052197 -2.788771 -0.829 0.608 -0.430
N 4.298848 1.350040 -3.008039 0.486 0.137 -0.107
H 4.530618 2.300518 -3.240713 0.072 -0.074 0.079
H 4.962384 0.844804 -2.443991 0.000 0.036 0.006
S 1.719154 2.059243 -3.470710 0.188 -0.658 0.396
C 0.618795 -1.206182 -1.429683 -0.077 -0.312 0.222
C -0.589962 -1.803249 -1.776520 0.199 -0.017 -0.010
C -1.133121 -2.793913 -0.983377 0.012 -0.046 0.028
C -0.491414 -3.225895 0.170602 0.065 -0.022 -0.087
C 0.752215 -2.684277 0.470976 -0.052 -0.048 -0.022
C 1.304116 -1.695510 -0.318239 -0.065 0.031 -0.126
H 2.272072 -1.278099 -0.085288 0.058 0.033 0.042
H 1.287327 -3.032025 1.343762 0.043 -0.038 0.091
C -1.142055 -4.216510 1.080904 -0.048 0.071 0.042
H -1.799089 -3.674674 1.761982 -0.066 -0.033 0.083
H -0.403841 -4.755126 1.670437 0.015 -0.077 0.045
H -1.744219 -4.928975 0.521449 -0.038 -0.087 0.004
H -2.081859 -3.232236 -1.257746 -0.109 -0.063 -0.026
H -1.104477 -1.509905 -2.677029 -0.058 0.060 -0.064
H -1.431154 0.428196 -3.504769 0.016 0.131 -0.042
H -1.005238 2.155061 -3.535726 -0.162 -0.070 0.073
H -1.249879 1.881578 0.977545 -0.195 -0.219 -0.048
C -0.542687 2.230853 3.527917 -0.036 -0.291 -0.089
H -0.331519 3.114572 2.931168 0.038 0.165 -0.024
H 0.150788 2.197927 4.363644 0.099 0.057 0.101
H -1.554023 2.313161 3.918650 -0.079 0.046 0.037
H -0.725927 0.096994 3.265704 0.054 0.159 -0.076
H 1.040075 -0.237078 1.678886 0.016 0.022 0.134
H 1.675716 0.633001 3.078422 0.025 -0.078 0.057
H 1.670520 2.752802 1.781198 0.039 0.155 -0.001
H 2.564821 1.506015 0.916813 0.099 0.040 -0.083
H 0.938736 1.926770 0.401361 -0.032 0.054 -0.167
```
Positions in Å, forces in eV/Å.


Entry 3:
Below is C25H22CoF3IN7O6S as an isolated structure in a non-equilibrium geometry, with properties calculated with ωB97M-V/def2-TZVPD.

Calculated values
ΔE to the lowest compared entry with this formula, charge and spin (kcal/mol): 0.0
Orbital gap (spin up / spin down) (eV): 6.27 / 7.04
Spin multiplicity: 4
Molar mass (u): 791.39
Total charge: -1
Max |F| (eV Å⁻¹): 2.8
Highest occupied orbital energy (spin up / spin down) (eV): -4.35 / -5.18

XYZ file:
```
66
Properties=species:S:1:pos:R:3:forces:R:3
Co -0.101535 0.102238 0.120468 -0.971 -0.820 0.300
N 0.044975 -0.482964 4.369984 0.033 0.067 -0.059
C -0.779094 -0.228431 3.341591 -0.225 0.047 0.150
N -0.063857 -0.040188 2.271690 0.662 0.003 -0.162
C 1.229463 -0.207902 2.683716 -1.217 -0.001 0.787
N 1.332687 -0.471812 3.973401 0.344 -0.069 -0.271
C 2.278537 -0.080487 1.704455 0.682 0.197 -1.358
C 3.634346 0.007199 2.020783 -0.275 -0.012 0.712
N 4.588107 0.134500 1.123583 -0.124 -0.076 -0.626
C 4.165169 0.168649 -0.150211 0.494 0.054 0.528
C 2.836818 0.111284 -0.492827 -0.449 -0.078 -0.227
N 1.863758 -0.008722 0.414236 2.288 -0.624 1.446
H -0.180261 -0.688652 5.325783 -0.034 -0.004 0.033
H -1.854336 -0.195349 3.389639 -0.004 -0.058 0.021
H 3.930378 -0.028094 3.064365 -0.021 -0.003 -0.018
H 4.933612 0.235088 -0.908505 -0.052 0.053 -0.084
H 2.537408 0.142221 -1.531579 -0.119 -0.015 0.026
I -0.185178 -0.037928 -2.640973 0.234 0.653 -0.442
C -0.085604 2.084351 -2.558910 -0.052 -0.259 -0.225
C -0.226161 2.761628 -3.739142 -0.010 -0.297 0.062
C -0.164856 4.164779 -3.754055 0.034 0.216 0.016
C 0.028841 4.849561 -2.590118 0.040 -0.035 -0.062
C 0.184549 4.164127 -1.363019 -0.044 -0.213 -0.214
C 0.390609 4.892421 -0.171340 0.019 0.022 0.180
C 0.536324 4.234630 1.013970 0.019 0.144 0.022
C 0.480792 2.826981 1.054477 0.088 0.053 -0.353
C 0.277313 2.050328 -0.065814 0.007 0.992 -0.407
C 0.131155 2.733653 -1.314914 0.046 0.516 0.306
H -0.396157 2.216145 -4.657194 -0.001 0.018 -0.018
H -0.267859 4.693447 -4.693525 -0.046 -0.007 -0.005
H 0.069435 5.933201 -2.579979 0.004 0.005 -0.047
H 0.427697 5.974704 -0.223369 -0.009 0.010 0.009
H 0.688496 4.791573 1.932780 0.007 0.030 -0.012
H 0.606873 2.362073 2.025938 -0.030 -0.061 0.064
C 0.806751 -4.311453 2.291798 0.087 -0.060 -0.109
C 1.122046 -4.892926 0.913485 -0.076 0.068 0.168
C 0.257213 -4.373377 -0.265466 0.259 -0.212 -0.270
C 0.750188 -5.038404 -1.560232 -0.180 0.127 -0.055
C -0.007346 -4.562088 -2.798470 0.064 -0.068 0.141
C -1.175037 -4.797179 -0.005650 0.049 -0.012 0.137
O -1.594294 -5.915977 -0.241523 0.030 0.029 0.000
N -1.935162 -3.854760 0.604857 -0.254 0.086 -0.245
C -1.566638 -2.521844 0.875983 0.243 -0.168 0.399
O -2.292125 -1.898210 1.632490 -0.084 0.069 -0.099
N -0.421728 -2.041594 0.329035 0.052 -0.135 -0.472
C 0.422012 -2.854709 -0.358265 -0.403 0.101 0.121
O 1.353533 -2.397056 -1.014746 0.163 -0.178 0.134
H 1.466093 -4.761250 3.036290 -0.018 0.009 0.016
H -0.223046 -4.515314 2.586579 -0.014 0.037 0.036
H 0.967022 -3.232720 2.310536 -0.040 0.024 0.043
H 0.995544 -5.978142 0.946052 0.057 -0.005 -0.074
H 2.165239 -4.678515 0.669365 -0.014 -0.033 -0.088
H 0.619459 -6.115814 -1.446473 0.062 0.003 0.029
H 1.811814 -4.816423 -1.671694 -0.001 -0.023 0.043
H -1.076198 -4.751694 -2.691015 -0.016 -0.022 -0.073
H 0.350100 -5.089809 -3.683736 -0.055 0.018 -0.038
H 0.142386 -3.494153 -2.952916 0.006 0.004 -0.046
H -2.901737 -4.071217 0.798088 0.014 -0.057 0.100
F -5.220308 -0.925059 0.701109 0.237 0.002 -0.027
C -4.552936 0.223575 0.528465 -0.186 0.221 -0.229
F -5.465709 1.148265 0.169125 0.065 -0.124 0.072
F -4.072273 0.610455 1.717653 0.072 -0.149 0.014
S -3.212824 0.123236 -0.807819 -0.336 0.819 0.253
O -3.207777 -1.242211 -1.256147 0.257 -0.274 0.326
O -3.656346 1.093822 -1.771188 -0.024 0.016 -0.086
O -2.035160 0.596992 -0.049954 -1.336 -0.558 -0.191
```
Positions in Å, forces in eV/Å.


Entry 4:
Below is C30H40BrN2O5PS2V as an isolated structure in a non-equilibrium geometry, with properties calculated with ωB97M-V/def2-TZVPD.

Calculated values
ΔE to the lowest compared entry with this formula, charge and spin (kcal/mol): 21.3
Orbital gap (spin up / spin down) (eV): 7.19 / 7.17
Spin multiplicity: 3
Molar mass (u): 734.62
Total charge: +1
Max |F| (eV Å⁻¹): 3.1
Highest occupied orbital energy (spin up / spin down) (eV): -9.88 / -9.88

XYZ file:
```
82
Properties=species:S:1:pos:R:3:forces:R:3
V 0.670172 -0.873965 1.285938 -2.095 0.655 -1.988
C 0.671072 3.453528 4.037742 -0.257 1.059 1.167
N 0.776504 2.929067 2.718562 0.721 -1.532 1.266
C 0.513663 3.857453 1.680125 -0.927 1.814 -0.915
C 1.031506 1.652381 2.515139 -1.558 0.365 -2.676
O 0.900911 1.216032 1.310342 0.425 -0.826 2.249
C 1.338903 0.713729 3.652573 0.875 -0.852 1.186
O 1.238625 -0.651532 3.199427 -0.716 -1.536 2.526
C 0.663892 -1.656112 4.200945 -1.009 1.774 -0.426
C -0.472592 -2.425120 3.484713 -0.225 1.230 -0.966
O -0.784742 -1.951996 2.329879 0.894 -1.051 1.714
N -1.110790 -3.445436 4.047192 -1.289 -0.141 -1.023
C -0.999118 -3.960415 5.425857 1.787 -1.339 -0.701
C -2.106751 -4.153783 3.158169 0.196 0.001 -0.329
H 0.302473 2.705858 4.754429 -0.209 0.451 -0.274
H -0.047311 4.318368 3.917675 0.955 -0.959 0.937
H 1.668102 3.755178 4.402860 -0.497 0.401 -0.044
H -0.481795 3.694468 1.260826 -0.077 0.000 0.037
H 1.185037 3.751299 0.856657 0.579 0.042 -0.515
H 0.536862 4.916519 2.089331 0.206 -1.434 -0.576
H 0.727429 0.787471 4.573560 0.083 0.464 -0.765
H 2.389057 0.853818 3.974465 -0.367 0.188 -0.168
H 0.246997 -1.055477 5.045307 0.169 -0.506 -0.600
H 1.394508 -2.318319 4.620507 0.854 -0.155 -0.205
H 0.102694 -4.218856 5.564407 -1.439 0.172 0.289
H -1.604322 -4.911572 5.489654 0.802 1.216 -0.039
H -1.323259 -3.267570 6.180229 -0.195 0.403 0.207
H -1.636333 -4.227706 2.165140 -0.574 0.293 0.189
H -3.123794 -3.704094 3.134545 0.948 0.212 -0.054
H -2.260493 -5.178469 3.496576 0.348 0.132 0.321
C -1.493505 6.141258 -1.695571 -0.900 -0.878 -1.146
O -0.378808 5.348760 -1.446197 0.917 -0.715 -0.256
C 0.088132 4.454183 -2.522433 -0.485 1.158 1.272
C 1.569914 4.747002 -2.479793 0.182 -0.790 -1.710
O 2.052816 4.287608 -1.235211 1.111 1.492 0.057
C 3.411685 4.786011 -1.070273 -1.441 0.474 0.977
H -1.389519 6.755352 -2.612606 -0.080 -0.377 0.138
H -1.630492 6.853448 -0.888657 -0.106 -0.248 0.330
H -2.334235 5.406531 -1.801987 -0.065 1.210 0.044
H -0.420124 4.647367 -3.486752 0.438 0.215 0.412
H -0.123938 3.418573 -2.233657 0.046 0.109 0.027
H 1.706764 5.875572 -2.673865 0.090 -1.690 0.414
H 2.114220 4.095913 -3.232839 -0.533 1.123 0.107
H 3.515860 5.024545 0.004846 0.129 0.013 -0.534
H 3.603249 5.688405 -1.682946 -0.147 -0.473 0.393
H 4.086772 4.009541 -1.320891 0.875 -0.721 -0.388
S -0.196910 -3.899135 -1.034289 -0.041 0.348 0.713
P -1.210755 -2.278160 -1.547478 1.883 -0.903 -0.289
S -0.707836 -0.453304 -0.631824 -0.003 -0.452 0.036
C -2.953969 -2.573843 -1.495847 -0.473 1.656 0.474
C -3.562488 -3.601643 -2.200242 -1.360 0.102 -0.199
C -4.983747 -3.533814 -2.320280 1.769 -0.067 0.429
C -5.717954 -2.602061 -1.601016 -0.434 0.133 -0.161
C -5.074258 -1.571751 -0.922662 0.551 0.009 0.680
C -3.675890 -1.521030 -0.893730 -1.164 -1.307 -0.894
C -0.790024 -1.902012 -3.275947 0.125 -0.637 -0.183
C 0.490673 -2.289895 -3.732168 0.015 0.078 0.144
C 0.862920 -1.857959 -4.988005 1.483 -0.199 -0.486
C 0.034849 -1.100640 -5.801595 0.092 -0.139 0.127
C -1.231126 -0.774070 -5.384042 -1.593 -0.412 0.411
C -1.688531 -1.264922 -4.127129 0.124 0.644 -0.602
H -2.966492 -4.414926 -2.646944 -0.410 0.604 0.105
H -5.483569 -4.185979 -2.997801 -0.313 -0.702 -0.102
H -6.816904 -2.695689 -1.598036 0.661 0.307 -0.109
H -5.619908 -0.825193 -0.351106 -0.141 -0.105 -0.271
H -3.127114 -0.704989 -0.468527 -0.125 0.220 0.307
H 1.166181 -2.963962 -3.155605 -0.765 0.884 -0.259
H 1.874641 -2.065714 -5.404164 -0.840 -0.181 0.548
H 0.403151 -0.881571 -6.786979 -0.088 0.436 -0.241
H -1.934455 -0.236345 -6.052447 0.550 -0.437 0.542
H -2.755039 -1.185637 -3.840561 0.813 0.329 -0.100
Br 5.406259 -3.391656 -1.946652 0.358 0.182 -0.281
C 4.450855 -2.296591 -0.757796 -0.553 -0.229 0.399
C 4.222641 -2.824858 0.517812 1.673 -1.870 -0.491
C 3.280827 -2.327620 1.363022 0.284 -0.215 0.180
C 2.503564 -1.299918 0.888700 0.052 1.050 0.253
C 2.830095 -0.620369 -0.274068 1.278 0.113 -1.408
C 3.829945 -1.128325 -1.150273 -0.874 -0.133 0.768
H 4.777663 -3.758456 0.776030 -0.424 0.963 -0.089
H 3.209302 -2.751718 2.363664 -0.401 -0.036 -0.212
H 2.392662 0.337388 -0.585483 -0.324 -0.596 0.249
H 3.974843 -0.698449 -2.130477 0.173 0.115 0.047
```
Positions in Å, forces in eV/Å.


Entry 5:
Below is an isolated ion of composition C4H4NO and charge +1 in a non-equilibrium geometry, with properties calculated with ωB97M-V/def2-TZVPD.

Calculated values
ΔE to the lowest compared entry with this formula, charge and spin (kcal/mol): 64.4
Orbital gap (eV): 7.36
Spin multiplicity: 1
Molar mass (u): 82.08
Total charge: +1
Max |F| (eV Å⁻¹): 5.1
Highest occupied orbital energy (eV): -16.34

XYZ file:
```
10
Properties=species:S:1:pos:R:3:forces:R:3
C -1.163860 -0.923137 0.140365 0.550 4.445 -1.099
C 0.903854 -1.043244 0.168688 1.306 -0.145 -1.965
C -0.166956 0.028596 0.059298 0.761 -1.342 -0.102
C -0.093546 1.421788 -0.184954 -1.469 -0.012 -3.525
N -1.855277 -1.754226 0.434898 -3.225 -3.812 1.137
O 1.343609 -1.489963 1.156200 0.668 -0.172 0.739
H 1.008335 -1.479925 -0.916753 0.243 0.515 1.278
H 0.357752 1.820859 0.687119 0.389 1.029 1.364
H -1.100624 1.838948 -0.589472 1.957 -0.293 1.163
H 0.766715 1.580305 -0.955390 -1.181 -0.214 1.009
```
Positions in Å, forces in eV/Å.


Entry 6:
Below is a single C2H6Se molecule in a non-equilibrium geometry, with properties calculated with ωB97M-V/def2-TZVPD.

Calculated values
ΔE to the lowest compared entry with this formula, charge and spin (kcal/mol): 29.7
Orbital gap (spin up / spin down) (eV): 4.99 / 8.64
Spin multiplicity: 3
Molar mass (u): 109.03
Max |F| (eV Å⁻¹): 4.9
Highest occupied orbital energy (spin up / spin down) (eV): -4.19 / -11.41

XYZ file:
```
9
Properties=species:S:1:pos:R:3:forces:R:3
C -0.551322 -0.325703 0.727008 -2.070 -0.154 0.483
C 0.668818 -0.004598 -0.112195 1.273 -2.795 1.980
Se 0.201070 0.258489 -1.951201 0.459 -3.762 -3.122
H -1.509337 0.338887 0.657039 2.022 -0.691 -0.011
H -0.870843 -1.304944 0.317387 -0.180 0.224 0.651
H -0.282084 -0.438463 1.815312 -0.299 0.093 -1.161
H 1.372948 -1.032918 0.058759 -1.578 3.086 -1.071
H 1.164910 0.871964 0.193864 0.865 1.233 0.590
H -0.194159 1.637287 -1.705973 -0.492 2.768 1.662
```
Positions in Å, forces in eV/Å.


Which of these has the lowest molar mass? C4H4NO


Which of these has the highest ΔE to the lowest compared entry with this formula, charge and spin? C4H4NO